The following is a quantum chemistry calculation of 2 unconnected molecules or ions with the total composition C10H13O3, from OMol25.

HOMO   -4.65 eV
ΔE to the lowest compared entry with this formula, charge and spin   0.476 eV
HOMO-LUMO gap   7.9 eV

ORCA input file:
```
! RIJCOSX wB97M-V def2-TZVPD def2/J DEFGRID3
* xyz -1 1
C -0.0078 4.4452 0.4064
C -0.8360 0.8388 -0.3761
C -1.0061 0.2783 0.9077
C -0.4050 2.1434 -0.4725
C -0.3047 2.9848 0.6361
C -0.9286 1.1052 1.9948
C -0.6781 2.4747 1.8694
O -1.2951 -1.0412 1.0538
H -0.9857 0.2048 -1.2352
H -0.2981 2.5585 -1.4599
H -0.9554 0.6845 2.9972
H -0.4825 -1.5613 0.7478
H 0.5608 4.8738 1.2175
H -0.8662 5.0553 0.1355
H -0.7896 3.1386 2.7216
H 0.5954 4.5618 -0.5094
C 0.7162 -3.8029 -0.7091
C 0.4120 -3.2404 -2.0935
C 1.6727 -2.8006 0.0132
O 1.1140 -2.0473 0.8663
O 2.8612 -2.8194 -0.3347
H -0.2174 -3.8867 -0.1536
H 1.1687 -4.7914 -0.7526
H -0.1998 -3.9217 -2.7020
H 1.3220 -3.1245 -2.6720
H -0.1666 -2.3104 -2.0969
*
```

=====

The following is a quantum chemistry calculation of a molecular structure, C37H30N4O6PReS, from OMol25.

HOMO (alpha / beta)   -5.48 / -5.39 eV
ΔE to the lowest compared entry with this formula, charge and spin   0.726 eV
HOMO-LUMO gap (alpha / beta)   6.6 / 6.8 eV
<S²>   0.8908

ORCA input file:
```
! RIJCOSX wB97M-V def2-TZVPD def2/J DEFGRID3
* xyz -1 2
Re -0.2052 1.4607 0.1124
O -2.5434 -2.6100 -1.4403
C -1.8430 -2.0542 -0.6033
O -0.8918 -1.2114 -0.8113
C -2.0208 -2.3683 0.8613
C -3.0538 -3.1879 1.2932
C -3.1726 -3.4966 2.6380
C -2.2398 -3.0043 3.5423
C -1.2032 -2.1889 3.1094
C -1.0989 -1.8460 1.7625
P 0.2242 -0.8051 1.0380
C 1.2306 -0.3966 2.5535
C 0.5993 0.2988 3.5858
C 1.2994 0.7568 4.6893
C 2.6693 0.5468 4.7748
C 3.3192 -0.1208 3.7500
C 2.6059 -0.5907 2.6542
C 1.3619 -2.0441 0.2996
C 1.7127 -3.1374 1.0892
C 2.5610 -4.1226 0.6064
C 3.0803 -4.0206 -0.6761
C 2.7203 -2.9467 -1.4764
C 1.8516 -1.9735 -1.0007
H -3.7428 -3.5692 0.5496
H -3.9813 -4.1302 2.9825
H -2.3122 -3.2567 4.5937
H -0.4776 -1.8321 3.8251
H -0.4654 0.5000 3.5281
H 0.7758 1.2966 5.4693
H 3.2270 0.9213 5.6246
H 4.3930 -0.2618 3.7857
H 3.1470 -1.0940 1.8630
H 1.3243 -3.2170 2.0978
H 2.8159 -4.9675 1.2345
H 3.7510 -4.7821 -1.0549
H 3.0971 -2.8728 -2.4897
H 1.5128 -1.1914 -1.6608
S -0.5118 3.7207 -0.9141
C 1.0144 4.0579 -1.5343
N 2.0575 4.3024 -1.9778
C -3.0897 -0.2586 -3.3720
N -3.1538 1.1769 -3.5755
C -4.4386 1.5987 -4.0811
C -2.5671 1.9411 -2.4815
C -3.0962 1.6960 -1.0692
C -4.4621 1.8379 -0.8460
C -5.0511 1.4957 0.3645
C -4.2677 0.9804 1.3826
C -2.9009 0.8647 1.1869
C -2.2624 1.2733 0.0022
H -3.3174 -0.7732 -4.3099
H -3.7953 -0.6228 -2.6090
H -2.0917 -0.5553 -3.0526
H -4.5699 1.2068 -5.0947
H -4.4858 2.6896 -4.1339
H -5.3008 1.2437 -3.4916
H -2.6703 3.0021 -2.7260
H -1.4984 1.7344 -2.5032
H -5.0878 2.2241 -1.6391
H -6.1208 1.6091 0.4975
H -4.7087 0.6659 2.3212
H -2.3079 0.4708 2.0040
O -1.5263 2.9872 2.7884
N -0.3537 3.1309 2.7014
O 0.2228 2.5133 1.6445
O 0.7399 0.9803 -1.7171
C 1.9265 1.2352 -1.3295
N 2.0367 1.5494 -0.0588
C 3.3758 1.8688 0.2135
O 3.8377 2.2351 1.2572
C 4.1298 1.6368 -1.0828
C 5.4637 1.7772 -1.3839
C 5.8581 1.4944 -2.6922
C 4.9381 1.0917 -3.6528
C 3.5853 0.9574 -3.3423
C 3.2141 1.2340 -2.0466
H 6.1713 2.1026 -0.6321
H 6.9004 1.5955 -2.9686
H 5.2795 0.8872 -4.6600
H 2.8571 0.6599 -4.0858
*
```

=====

The following is a quantum chemistry calculation of 4 unconnected molecules or ions with the total composition C42H73BBr2N2O16P3, from OMol25.

HOMO   -10.18 eV
HOMO-LUMO gap   5.8 eV

ORCA input file:
```
! RIJCOSX wB97M-V def2-TZVPD def2/J DEFGRID3
* xyz 1 1
C 0.3471 1.9983 1.7455
C 0.2933 1.3926 0.4536
C 0.0584 0.3831 -0.8601
C -1.5441 0.3179 -1.1187
O -2.4867 -0.0170 -0.0450
C -3.7119 -0.8052 -0.4115
B -4.7030 0.4790 -0.8501
N -4.3055 1.9408 -0.7943
O -6.1253 0.2255 -1.2791
C -4.6197 -1.4697 0.7730
Br -5.8166 -3.1135 0.5760
C -4.7303 -0.8981 2.1784
C -3.9562 0.4528 2.6727
Br -5.9200 -1.7486 3.6052
N -3.1850 -1.7004 -1.5617
C -4.2390 -2.3597 -2.4641
C -4.1547 -1.9901 -4.0476
C -5.6053 -2.5037 -4.7093
C -6.7138 -1.2923 -4.4220
C -6.5655 0.2424 -5.0307
C -7.7374 1.3120 -4.5926
C -9.0003 0.9202 -3.5895
C -9.1127 -0.6218 -3.0235
C -7.9792 -1.7364 -3.4240
C -2.4583 -2.9821 -1.0920
O -1.2789 -2.7544 -0.2671
C -1.4503 -3.0715 1.1458
C -1.8826 -4.4966 1.8245
C -2.0125 -4.7041 3.4524
C -1.6635 -3.4717 4.5130
C -1.1843 -2.0417 3.8700
C -1.1019 -1.8414 2.2256
C -2.1702 -0.7526 -2.2434
C -0.9569 -1.3737 -3.1425
C -0.4122 -0.3248 -4.3205
C 1.2078 -0.0871 -4.2940
C 1.4395 1.5691 -4.3108
C 2.8080 1.9836 -3.4459
C 2.7041 3.5456 -2.9270
C 1.7623 3.7495 -1.5925
O 1.5933 5.1573 -1.1807
C 0.5331 5.3131 -0.1719
H 0.2050 2.3295 2.8660
H 0.4517 -0.6963 -0.5830
H 0.7028 0.8522 -1.7192
H -1.8144 1.3932 -1.5237
H -4.9650 2.4560 -1.4443
H -4.4641 2.3765 0.1405
H -6.7258 0.9290 -0.8477
H -4.2566 1.4187 2.0861
H -2.7730 0.3638 2.5817
H -4.1656 0.6695 3.8192
H -5.3545 -2.1106 -2.1302
H -4.2035 -3.5532 -2.4070
H -4.0982 -0.8504 -4.3092
H -3.3402 -2.6119 -4.6607
H -5.9436 -3.5484 -4.3055
H -5.4628 -2.6260 -5.8838
H -5.6350 0.5068 -5.7263
H -7.6532 2.4171 -4.9871
H -9.8109 1.7216 -3.2727
H -9.9706 -0.9477 -2.2980
H -8.0440 -2.8493 -2.9991
H -2.0797 -3.6364 -2.0177
H -3.1741 -3.7050 -0.4975
H -2.1212 -5.3925 1.0867
H -2.3575 -5.7233 3.9352
H -1.7380 -3.5638 5.6772
H -0.8857 -1.1230 4.5342
H -0.7514 -0.8028 1.8167
H -2.6244 0.0575 -2.9955
H -0.0615 -1.8440 -2.5121
H -1.3899 -2.3018 -3.7567
H -1.0087 0.7096 -4.3050
H -0.6602 -0.7892 -5.3922
H 1.7389 -0.6137 -3.3934
H 1.6784 -0.4844 -5.3073
H 1.4372 2.0075 -5.3969
H 0.5518 2.1190 -3.7363
H 2.8806 1.2030 -2.5462
H 3.7076 1.8511 -4.1866
H 3.8109 3.8562 -2.6156
H 2.2666 4.2634 -3.7602
H 2.2578 3.1662 -0.6845
H 0.6897 3.2701 -1.7295
H 0.0141 4.3169 0.1568
H 0.9174 5.8310 0.8312
H -0.3401 6.0249 -0.5597
C 5.3918 6.1799 3.5534
O 4.9510 7.0030 2.4899
P 6.1181 7.1629 1.2229
O 5.3005 8.3038 0.6106
O 5.6194 5.7338 0.5592
C 4.2302 5.4616 0.4437
O 7.2853 7.3226 -0.0440
C 8.6129 7.3237 0.4298
H 4.5579 6.0222 4.2453
H 5.7242 5.2119 3.1876
H 6.2100 6.6669 4.0825
H 3.6262 6.3696 0.4607
H 3.9351 4.8044 1.2687
H 4.0481 4.9426 -0.4978
H 8.8225 6.3972 0.9705
H 8.7695 8.1788 1.0908
H 9.2971 7.4054 -0.4181
C -5.9003 -10.1947 3.9306
O -5.9334 -10.6184 2.5808
P -5.5378 -9.3598 1.4616
O -6.0261 -10.2336 0.3027
O -3.9249 -9.6355 1.6943
C -3.4390 -10.9698 1.7225
O -5.1422 -8.1012 0.3426
C -5.5923 -6.8328 0.7617
H -6.0302 -11.0689 4.5771
H -4.9495 -9.7263 4.1710
H -6.7084 -9.4882 4.1158
H -4.1104 -11.6672 1.2203
H -3.3069 -11.2697 2.7677
H -2.4694 -11.0041 1.2247
H -5.1546 -6.5768 1.7300
H -6.6816 -6.8332 0.8390
H -5.2929 -6.0836 0.0249
C 11.1992 1.8638 5.0639
O 10.3383 2.4988 4.1375
P 10.9440 4.0188 3.5754
O 9.5810 4.3342 2.9527
O 11.8791 3.2500 2.4501
C 11.3253 2.1889 1.6855
O 11.5498 5.5386 3.0134
C 12.2697 6.2414 4.0007
H 10.8153 0.8591 5.2696
H 12.2060 1.7733 4.6646
H 11.2281 2.4338 5.9917
H 10.2360 2.2272 1.6495
H 11.6487 1.2388 2.1243
H 11.7075 2.2500 0.6661
H 13.1172 5.6448 4.3477
H 11.6138 6.4733 4.8426
H 12.6411 7.1775 3.5768
*
```

=====

| no. | largest force on an atom (eV/A) |
| --- | --- |
| 1 | 1.422 |
| 2 | 0.766 |
| 3 | 10.767 |